# 1
Below is a structure of composition C40H36BF4GeN6OS4Ti, with properties calculated with ωB97M-V with the def2-TZVPD basis set.

XYZ file:
```
94
Properties=species:S:1:pos:R:3:forces:R:3
Ti 0.64459 1.48350 -0.03096 0.207 0.232 -0.452
C -1.84638 1.90910 -3.65296 0.047 -0.069 -0.016
C -3.15813 1.55952 -3.28201 -0.025 -0.008 0.008
C -3.43537 1.39232 -1.96347 -0.010 -0.020 -0.011
C -2.41802 1.58431 -0.97450 -0.015 0.039 0.047
N -1.11127 1.67100 -1.36701 0.035 0.017 0.058
C -0.88696 1.92698 -2.68432 0.025 -0.029 -0.021
N -2.84228 1.73575 0.27178 0.005 -0.031 -0.015
C -2.06437 2.17251 1.26327 -0.011 -0.054 0.013
N -0.69763 2.33119 1.31804 -0.074 0.055 0.155
C -0.37704 2.87937 2.54887 0.005 0.012 0.006
N 0.75879 3.30041 3.04644 0.004 0.007 -0.043
C 1.95470 3.26519 2.42743 -0.010 0.013 0.019
C 2.98025 3.96805 3.10739 -0.002 0.022 -0.011
C 4.24639 4.03602 2.59940 -0.001 -0.006 -0.007
C 4.51187 3.37006 1.40667 -0.003 0.010 -0.014
C 3.48734 2.67512 0.81130 0.002 -0.013 -0.012
N 2.21987 2.61266 1.26588 -0.037 -0.038 0.023
C -1.59017 3.00518 3.32273 -0.003 -0.004 0.012
C -1.82491 3.46300 4.61898 0.001 -0.002 -0.006
C -3.12421 3.46413 5.08447 -0.006 -0.002 -0.005
C -4.18933 3.02460 4.26371 0.005 0.007 0.006
C -3.96165 2.58499 2.97743 -0.002 -0.006 -0.002
C -2.64248 2.57030 2.51049 -0.007 -0.022 0.009
H -1.56561 2.08927 -4.68003 0.005 0.003 -0.015
H -3.93731 1.45352 -4.02869 0.000 0.001 0.001
H -4.43326 1.20072 -1.59284 0.000 -0.004 -0.003
H 0.13537 2.15162 -2.94179 0.017 -0.017 -0.014
H 2.69710 4.44435 4.03500 0.001 0.004 -0.001
H 5.02278 4.58371 3.12274 -0.001 0.003 -0.002
H 5.49270 3.35532 0.95304 0.000 -0.003 0.004
H 3.68918 2.10740 -0.08088 -0.003 -0.002 -0.006
H -0.99599 3.79941 5.22931 -0.001 0.001 0.000
H -3.33856 3.80758 6.09037 0.001 0.000 0.000
H -5.20015 3.04112 4.65680 0.000 -0.001 -0.001
H -4.76911 2.25286 2.33590 -0.001 0.000 0.001
S 2.31739 1.36762 -1.88932 -0.115 0.013 0.105
S 2.61800 3.16736 -2.91376 0.014 0.005 -0.010
S 2.32588 4.56362 -1.43963 -0.004 -0.008 0.027
S 0.49880 3.99031 -0.75844 0.012 -0.047 0.044
C -1.59800 -2.88234 3.54188 0.006 -0.009 0.007
N -0.81107 -2.09050 2.62301 -0.028 -0.016 -0.025
C 0.52857 -2.56904 2.35871 -0.017 0.012 0.011
C -1.30868 -1.01909 1.96243 0.075 0.014 -0.023
C -2.77560 -0.75116 2.19640 -0.015 0.015 -0.032
O -0.61115 -0.33359 1.21245 -0.133 -0.084 0.049
H -0.91250 -3.39859 4.21393 0.001 0.003 0.006
H -2.20126 -3.63653 3.02246 0.005 -0.004 -0.002
H -2.25374 -2.26107 4.14868 0.002 -0.008 -0.003
H 0.95031 -1.96970 1.56518 -0.006 -0.021 -0.013
H 1.16142 -2.46452 3.23885 -0.013 -0.003 -0.003
H 0.49092 -3.61512 2.04245 0.003 -0.002 0.002
H -3.34096 -1.68264 2.22020 -0.004 0.006 -0.010
H -3.15202 -0.11021 1.40580 0.005 0.027 -0.018
H -2.91350 -0.23190 3.14793 0.005 0.011 0.002
F 3.16666 -1.59465 2.25363 0.063 0.003 0.036
B 2.84613 -0.23186 2.22809 -0.092 0.117 0.044
F 4.00969 0.50683 2.24655 0.018 -0.038 0.009
F 1.98382 0.09946 3.26248 0.012 -0.036 -0.019
F 2.10746 0.03223 0.95590 0.104 -0.106 0.150
C -0.74737 -0.84697 -6.24227 -0.005 -0.008 0.004
C 0.35987 -0.11326 -5.83772 -0.018 0.008 0.002
C 0.75597 -0.11913 -4.50804 -0.006 0.037 0.004
C 0.07933 -0.86298 -3.53325 -0.046 0.030 0.014
C -1.01578 -1.60952 -3.97261 -0.005 0.018 0.003
C -1.43256 -1.59705 -5.29953 -0.001 0.005 -0.021
Ge 0.64771 -0.90985 -1.59345 0.005 0.003 0.000
C 2.37154 -1.90963 -1.74882 0.020 -0.002 -0.077
C 2.99705 -2.43587 -0.61953 -0.041 0.017 0.043
C 4.20306 -3.12039 -0.70118 0.002 0.002 -0.008
C 4.81720 -3.30489 -1.93093 -0.001 -0.004 -0.011
C 4.21104 -2.79532 -3.07107 0.025 -0.017 0.020
C 3.00804 -2.10767 -2.97620 -0.034 -0.015 -0.018
C -0.61022 -2.36164 -0.99483 -0.002 -0.001 -0.029
C -0.21416 -3.68853 -0.83895 0.023 0.007 0.030
C -1.12069 -4.68398 -0.48313 -0.001 -0.001 0.000
C -2.45902 -4.37470 -0.29314 0.001 0.000 0.000
C -2.88126 -3.06122 -0.46702 0.002 0.013 0.017
C -1.96637 -2.07570 -0.80895 -0.001 0.015 0.045
H -1.06928 -0.83434 -7.27776 -0.002 -0.001 0.000
H 0.91171 0.48319 -6.55613 -0.001 -0.002 0.000
H 1.60098 0.49132 -4.21598 0.009 -0.037 0.002
H -1.57565 -2.21363 -3.27101 0.006 0.004 -0.005
H -2.29965 -2.17967 -5.59218 0.001 0.000 -0.002
H 2.56377 -2.28970 0.35723 0.028 -0.037 -0.062
H 4.66704 -3.48733 0.20695 -0.011 -0.001 0.007
H 5.76296 -3.83098 -2.00009 0.002 0.000 -0.002
H 4.67923 -2.92479 -4.04101 0.002 -0.002 -0.001
H 2.56299 -1.72233 -3.88399 -0.011 0.012 -0.005
H 0.82379 -3.95959 -0.99445 0.019 0.012 0.006
H -0.77616 -5.70534 -0.36005 -0.001 0.000 -0.001
H -3.16852 -5.14807 -0.01987 0.001 0.001 0.000
H -3.92568 -2.80068 -0.33292 -0.001 -0.001 0.004
H -2.31825 -1.05681 -0.93200 -0.004 0.008 0.002
```
Forces are in eV/Å.

Values from the calculation:
Multiplicity: 2
Total charge: -2
E_HOMO (spin up / spin down) in eV: -0.25 / -1.94
E_tot in eV: -187583.7998
Gap between HOMO and LUMO (spin up / spin down) in eV: 4.5 / 6.2
<S²>: 0.778
Largest force on an atom in eV/A: 0.55
LUMO (spin up / spin down) in eV: 4.2 / 4.2

---

# 2
Below is a structure of composition C40H36ClN3RhSi2 at a distorted geometry, with properties calculated with ωB97M-V with the def2-TZVPD basis set.

XYZ file:
```
83
Properties=species:S:1:pos:R:3:forces:R:3
C 2.09609 2.58823 2.65133 0.111 1.291 0.106
C 2.18698 2.94084 1.26331 0.927 2.345 -0.420
C 0.84581 3.08811 0.75885 0.487 1.941 -0.088
H 3.11564 3.07068 0.71149 -0.339 0.066 0.109
C -0.06559 2.83952 1.83888 -0.804 1.782 1.397
C 0.70350 2.52600 3.00758 -0.988 2.118 1.381
H 0.30527 2.34603 4.00850 0.196 -0.103 -0.484
H 2.94109 2.48159 3.32792 -0.260 -0.494 -0.256
H 0.59493 3.40455 -0.24594 -0.042 -0.222 0.307
H -1.15068 2.89220 1.80919 0.437 -0.077 -0.067
Rh 1.11207 1.27264 1.50658 1.184 -8.768 -0.951
Si 0.28923 1.45410 -2.18160 -0.623 -0.781 -2.980
C 1.05159 0.34038 -3.58247 0.497 0.192 0.290
C 0.32032 -0.68324 -4.22274 0.200 -0.221 0.062
H -0.73324 -0.84711 -3.97887 0.308 0.107 -0.026
C 0.92259 -1.53132 -5.16626 0.012 0.364 0.244
H 0.35340 -2.33795 -5.64098 0.152 0.353 0.264
C 2.26654 -1.34998 -5.49880 0.044 0.002 0.293
H 2.76879 -2.05757 -6.16163 -0.200 0.321 0.055
C 2.98522 -0.29297 -4.93518 -0.071 0.191 0.063
H 4.03119 -0.14529 -5.22101 -0.383 0.028 0.110
C 2.37451 0.56183 -4.00433 0.009 -0.531 -0.044
H 2.93380 1.39400 -3.56994 0.010 -0.265 -0.140
C -1.26624 1.78856 -3.27513 -0.395 0.446 0.152
C -0.94104 2.55671 -4.41297 -0.357 -0.294 -0.227
H 0.03780 3.04179 -4.47806 -0.331 -0.059 -0.009
C -1.80337 2.61275 -5.51388 -0.054 -0.046 0.229
H -1.51931 3.17884 -6.40393 -0.074 -0.152 0.311
C -3.02339 1.92404 -5.49063 0.133 0.011 0.215
H -3.68618 1.95324 -6.35694 0.205 0.011 0.248
C -3.38719 1.19579 -4.35613 0.317 0.103 0.108
H -4.33437 0.64850 -4.32457 0.340 0.245 -0.025
C -2.51896 1.13953 -3.25422 0.354 0.113 -0.226
H -2.81102 0.54356 -2.38990 0.024 0.172 -0.276
H 1.05293 2.69407 -1.95357 0.331 0.173 -0.313
Si -1.91907 -2.15455 -0.63448 1.728 0.937 1.896
C -2.43372 -0.47415 0.05090 -0.316 -0.607 0.392
C -1.85849 0.77578 -0.17950 0.199 0.105 -0.165
H -0.81183 0.86124 -0.60997 -1.419 -0.200 0.347
C -2.55485 1.94720 0.10366 -0.198 -0.060 0.248
H -2.16789 2.92260 -0.21444 -0.077 -0.396 0.187
C -3.75835 1.87101 0.81075 0.077 0.081 0.066
H -4.25910 2.78854 1.12082 0.016 -0.219 -0.216
C -4.28108 0.63160 1.18644 0.135 0.031 0.050
H -5.18487 0.57688 1.79893 0.278 0.019 -0.277
C -3.63139 -0.53125 0.77594 -0.163 0.381 0.173
H -4.01717 -1.50763 1.06218 -0.173 0.215 -0.107
C -0.05747 -2.04370 -0.91602 0.285 -0.587 0.363
C 0.74520 -1.04437 -0.34684 0.214 0.647 -0.135
H 0.36154 -0.51110 0.56959 -0.065 -0.178 -1.096
C 2.03014 -0.77405 -0.85648 0.082 -0.469 0.480
H 2.53923 0.18034 -0.66415 -0.278 -0.552 0.235
C 2.69600 -1.74739 -1.60121 -0.503 0.235 -0.052
H 3.75776 -1.61909 -1.85475 -0.651 -0.029 -0.114
C 1.98168 -2.88072 -1.97944 -0.012 -0.346 -0.017
H 2.52523 -3.64676 -2.53628 -0.415 0.061 0.157
C 0.60997 -3.00280 -1.68752 0.527 0.185 -0.359
H 0.04314 -3.87289 -2.02031 0.257 0.191 -0.210
H -2.71474 -2.51875 -1.73505 -0.544 -0.312 -1.268
Cl -2.27756 -3.61989 0.78246 -0.026 0.054 -0.030
C -2.93370 -1.02712 6.42688 0.169 -0.121 0.021
C -1.70570 -1.66011 6.67096 0.307 0.392 -0.420
C -0.62107 -1.38567 5.83504 -0.403 -0.614 0.416
C -0.77697 -0.55070 4.71525 -0.498 0.414 -1.102
C -1.98151 0.16475 4.53474 -0.128 -0.164 0.147
C -3.05692 -0.09837 5.37720 0.195 0.036 0.031
N 0.24818 -0.42733 3.76300 -1.067 0.034 2.957
N 1.31839 -1.00936 4.19522 0.958 0.467 -2.103
C 2.29602 -1.31096 3.27512 0.489 -0.791 -0.249
C 3.09709 -2.44466 3.54349 0.128 0.495 0.057
C 4.21168 -2.68312 2.75910 -0.354 0.232 -0.213
C 4.47370 -1.78054 1.71922 0.246 0.509 -0.089
C 3.65046 -0.67332 1.53658 0.051 -0.776 -0.220
N 2.49989 -0.49307 2.20731 -0.072 0.401 0.834
H -3.78550 -1.23408 7.08044 0.292 0.116 -0.281
H -1.56628 -2.34989 7.50783 -0.163 0.331 -0.268
H 0.36949 -1.80046 6.01750 -0.358 -0.021 0.076
H -2.01717 0.92003 3.74906 -0.232 -0.332 0.029
H -4.00801 0.41972 5.24315 0.340 -0.092 -0.012
H 2.79777 -3.06005 4.38951 0.265 0.070 -0.207
H 4.88248 -3.52454 2.94398 -0.352 0.200 -0.081
H 5.31955 -1.90871 1.04234 -0.141 0.066 0.388
H 3.87709 0.07879 0.77788 0.013 -0.396 0.328
```
Forces are in eV/Å.

Values from the calculation:
Multiplicity: 5
Total charge: +1
E_HOMO (spin up / spin down) in eV: -9.38 / -10.72
E_tot in eV: -77807.6860
Gap between HOMO and LUMO (spin up / spin down) in eV: 5.9 / 5.2
<S²>: 6.045
Largest force on an atom in eV/A: 8.90
LUMO (spin up / spin down) in eV: -3.5 / -5.5

---

# 3
Below is a structure of composition C40H36F6N4O4S4Ti at a distorted geometry, with properties calculated with ωB97M-V with the def2-TZVPD basis set.

XYZ file:
```
95
Properties=species:S:1:pos:R:3:forces:R:3
Ti 0.61995 0.58556 0.08584 0.722 0.270 -0.806
F 6.18998 0.41653 1.77587 0.145 0.017 -0.081
C 5.06707 0.45899 2.50928 -0.038 -0.084 -0.057
F 4.83035 -0.76881 2.96849 -0.032 -0.012 0.012
F 5.28417 1.27129 3.53233 -0.105 0.084 0.080
S 3.73161 1.00472 1.28743 0.046 -0.165 0.152
O 1.98282 0.86283 -0.73773 -0.381 -0.163 0.207
O 3.75936 2.47540 1.37098 0.009 0.026 -0.060
N 2.41446 0.38411 2.08411 -0.013 0.219 -0.015
S 1.31607 1.16755 2.85744 -0.013 -0.184 0.097
O 0.39621 1.75684 1.83930 -0.039 -0.167 0.078
O 0.67438 0.37738 3.85619 0.052 0.046 0.053
C 1.89175 2.70378 3.77000 -0.092 0.022 -0.101
F 1.82126 3.78223 3.00076 0.066 -0.025 0.011
F 1.07039 2.87113 4.80300 -0.034 0.036 -0.016
F 3.12158 2.54385 4.22450 0.010 0.001 0.027
S -3.98672 -2.76482 -0.36253 0.020 -0.001 0.014
C -5.46806 -3.54128 -0.69504 -0.014 0.004 0.005
C -6.38814 -2.68513 -1.22095 0.006 -0.018 0.000
C -5.87715 -1.37154 -1.36670 -0.001 -0.004 -0.039
C -4.57872 -1.25818 -0.95283 -0.030 -0.002 0.017
C -3.73800 -0.05863 -0.92759 0.018 -0.019 -0.017
C -2.33709 -0.19269 -0.92671 0.012 0.004 -0.075
N -1.50369 0.82097 -0.82041 -0.115 0.029 0.080
C -2.02600 2.06756 -0.75066 -0.051 -0.042 -0.067
C -3.39920 2.32094 -0.77105 0.015 0.028 -0.012
C -3.84915 3.68381 -0.66828 -0.032 -0.040 -0.008
C -2.97344 4.70507 -0.54929 0.014 0.041 0.018
C -1.55652 4.46568 -0.52552 0.035 0.006 -0.020
C -0.57682 5.45902 -0.35287 -0.046 0.025 -0.029
C 0.75856 5.11896 -0.32552 0.042 0.024 -0.008
C 1.09859 3.75739 -0.49079 0.003 -0.045 -0.036
N 0.19645 2.81829 -0.63335 -0.091 -0.050 0.437
C -1.10291 3.15292 -0.63714 0.025 0.062 -0.072
C 1.83260 6.08763 -0.09013 -0.006 -0.014 0.009
C 3.03528 5.84535 0.51348 -0.007 -0.001 -0.019
C 3.83982 7.01079 0.60911 0.014 -0.006 0.004
C 3.23734 8.10845 0.07687 -0.006 -0.002 -0.005
S 1.68980 7.74140 -0.54809 -0.006 0.003 0.006
C -4.25825 1.21482 -0.84752 -0.033 0.037 0.044
H -5.58703 -4.59025 -0.47775 -0.002 0.001 0.002
H -7.38878 -2.98038 -1.49939 0.001 -0.002 0.000
H -6.44325 -0.55110 -1.78540 0.015 0.007 0.000
H -1.87812 -1.17021 -0.98630 0.005 -0.017 0.001
H -4.91500 3.87493 -0.67909 0.002 -0.004 -0.003
H -3.33008 5.72379 -0.46184 0.009 0.001 -0.003
H -0.87985 6.49062 -0.21234 -0.006 -0.003 0.001
H 2.13338 3.43285 -0.48179 -0.002 -0.013 0.029
H 3.32384 4.87363 0.89344 0.015 0.000 0.001
H 4.82223 7.02879 1.05697 -0.002 -0.002 0.001
H 3.62325 9.11251 0.01045 -0.001 -0.001 0.001
H -5.33034 1.36836 -0.80778 0.002 -0.008 -0.001
C -2.85927 -0.52367 3.46877 0.003 -0.002 -0.018
C -2.01040 -1.52339 2.73184 0.027 -0.029 0.048
C -1.98538 -2.86395 3.08988 -0.012 0.060 0.018
C -1.13689 -3.73262 2.42066 0.028 -0.062 -0.065
C -1.04221 -5.18018 2.82787 0.004 0.000 0.003
C -0.34672 -3.27725 1.37010 0.073 -0.053 0.065
C -0.39263 -1.95029 0.91988 0.115 0.209 0.372
C -1.22577 -1.09605 1.67407 -0.146 -0.025 -0.057
N 0.36350 -1.36680 -0.10748 -0.122 0.002 -0.146
C 0.97574 -2.11602 -1.24732 -0.032 -0.093 0.068
C 0.38237 -3.51133 -1.53062 0.047 -0.045 -0.058
C 1.02043 -4.13949 -2.78224 -0.042 -0.012 0.008
C 0.81161 -3.27344 -4.02166 0.001 0.008 0.021
C 1.41468 -1.89753 -3.74914 -0.019 -0.009 0.001
C 2.91535 -2.02329 -3.46801 -0.007 0.000 -0.002
C 3.14040 -2.93452 -2.25735 0.009 -0.002 -0.008
C 2.52192 -4.30705 -2.53140 -0.002 0.009 -0.005
C 2.48520 -2.30498 -1.02395 -0.055 -0.027 -0.021
C 0.71659 -1.29261 -2.52987 0.060 0.035 -0.018
H -3.38608 -0.99014 4.30011 0.000 0.002 0.005
H -3.60466 -0.07732 2.80500 0.003 -0.003 0.003
H -2.23820 0.28284 3.86363 0.005 -0.007 0.008
H -2.59546 -3.22000 3.91200 -0.003 -0.005 -0.004
H -1.66540 -5.38718 3.69700 0.001 0.001 0.003
H -0.01424 -5.44934 3.07683 0.001 0.007 0.001
H -1.36311 -5.83743 2.01709 -0.003 0.001 0.001
H 0.34307 -3.98473 0.94603 0.042 0.050 0.045
H -1.29328 -0.03414 1.46255 -0.016 -0.032 -0.046
H -0.70715 -3.45299 -1.63220 -0.015 0.004 0.001
H 0.60495 -4.20111 -0.72156 -0.095 0.043 -0.097
H 0.56213 -5.12143 -2.93201 0.007 0.000 -0.024
H -0.25585 -3.17670 -4.24505 -0.002 -0.001 0.004
H 1.28648 -3.74140 -4.88949 0.002 0.002 -0.004
H 1.25687 -1.23833 -4.60772 -0.004 -0.020 -0.004
H 3.33860 -1.03402 -3.27065 0.007 0.000 -0.003
H 3.42644 -2.43149 -4.34557 -0.003 -0.001 -0.002
H 4.21307 -3.04220 -2.07537 0.002 0.001 0.002
H 2.68817 -4.97085 -1.67709 0.004 0.001 0.003
H 2.99694 -4.77122 -3.40149 0.001 0.002 0.004
H 2.94719 -1.34324 -0.81047 0.007 0.109 0.028
H 2.62671 -2.94502 -0.14605 0.014 0.017 0.009
H -0.36497 -1.26613 -2.70655 -0.003 0.017 -0.005
H 1.05907 -0.26568 -2.40647 0.013 -0.053 0.030
```
Forces are in eV/Å.

Values from the calculation:
Total charge: 0
E_HOMO in eV: -7.44
E_tot in eV: -138979.8914
Gap between HOMO and LUMO in eV: 6.4
Largest force on an atom in eV/A: 1.12
LUMO in eV: -1.0

---

- The lowest largest force on an atom belongs to which entry?
  C40H36BF4GeN6OS4Ti

---

- largest force on an atom of number 1 (C40H36BF4GeN6OS4Ti)?
  0.55 eV/A

---

- Which of these has the highest total charge?
  C40H36ClN3RhSi2

---

- Which value of total charge does entry 3 give?
  0